This record from the OMol25 dataset describes C19H25N6OPdSe as an isolated structure in a non-equilibrium geometry. The level of theory is the ωB97M-V functional and the def2-TZVPD basis.

XYZ file:
```
53
Properties=species:S:1:pos:R:3:forces:R:3
Pd -0.9465 0.1879 -0.2695 -0.3293 -0.1806 -1.2503
Se 2.4193 -4.9376 -4.7408 0.0450 -0.0670 -0.0534
N 0.8178 -4.8656 -3.9916 0.0901 0.0454 -0.0231
C 0.7781 -3.7624 -3.2886 -0.1316 0.0956 0.1124
C -0.3919 -3.3339 -2.5272 0.0771 -0.1797 -0.1961
C -1.6042 -4.0336 -2.4457 -0.0087 -0.0132 -0.0147
C -2.6427 -3.5029 -1.7048 -0.0127 0.0422 -0.0828
C -2.4720 -2.2806 -1.0581 0.0686 -0.0847 -0.0652
N -1.3137 -1.6228 -1.1224 -0.2451 -0.3381 0.5046
C -0.2930 -2.1364 -1.8426 -0.1554 -0.0738 0.0837
C 0.8958 -1.3441 -1.8436 0.1110 0.1503 0.0686
N 0.8473 -0.2063 -1.1076 0.1082 0.1266 0.0470
C 1.9010 0.6138 -1.0621 0.0219 0.0466 0.0203
C 3.0677 0.3085 -1.7553 -0.0260 -0.0274 0.0309
C 3.1383 -0.8544 -2.5002 0.0246 -0.0486 -0.0324
C 2.0293 -1.7077 -2.5523 0.1780 -0.1155 -0.1758
C 1.9678 -2.9578 -3.3066 -0.0504 0.1530 0.1379
N 2.9627 -3.4131 -4.0248 -0.0620 -0.0622 -0.0089
H -1.7069 -4.9754 -2.9718 -0.0219 0.0044 0.0278
H -3.5932 -4.0124 -1.6272 0.0013 0.0038 -0.0079
H -3.2769 -1.8240 -0.4939 0.0053 -0.0239 0.0369
H 1.8030 1.5196 -0.4779 -0.0162 0.0177 -0.0099
H 3.9034 0.9930 -1.7031 -0.0135 0.0051 -0.0037
H 4.0342 -1.1223 -3.0485 -0.0039 0.0388 0.0080
C 1.5905 2.2156 3.1994 -0.0845 -0.0650 -0.2029
C 0.5871 1.1104 3.5297 0.1868 0.4485 0.2475
C 1.1286 0.2346 4.6885 -0.0925 -0.0274 -0.1720
C -0.7909 1.6642 3.8406 -0.1240 -0.1043 -0.2176
N 0.5255 0.1764 2.3600 0.2116 -0.2871 0.2139
N -0.5680 -0.3546 1.9035 -0.0953 0.3986 0.1098
H 1.7398 2.8253 4.0886 0.0177 -0.0075 0.0035
H 1.2160 2.8553 2.3988 -0.0073 0.0000 0.0234
H 2.5616 1.8052 2.9126 -0.0094 0.0073 0.0372
H 1.1541 0.8760 5.5707 0.0282 -0.0333 0.0139
H 2.1430 -0.1140 4.4915 -0.0116 0.0019 0.0109
H 0.4777 -0.6168 4.8920 -0.0012 0.0343 0.0335
H -0.6932 2.3596 4.6725 -0.0038 -0.0168 0.0176
H -1.4999 0.8954 4.1732 0.0319 0.0264 0.0476
H -1.2059 2.2256 2.9984 0.0371 -0.0105 0.0377
H 1.3887 -0.2779 2.0637 -0.0146 -0.0458 0.1268
H -1.3865 0.0732 2.3573 -0.0424 -0.0322 -0.0175
H -0.6190 -1.3769 1.8582 0.1516 -0.0013 -0.3766
C -1.2856 4.1160 -0.6473 0.2191 -0.2915 -0.0328
C -1.9190 2.7481 -0.4315 -0.1746 0.6995 -0.2100
C -2.3065 2.0362 -1.7145 0.2188 -0.2404 0.1417
O -1.0675 1.9259 0.3748 -0.0140 0.0272 1.1051
H -2.0122 4.7605 -1.1410 0.0427 0.0362 -0.0126
H -0.3929 4.0359 -1.2700 -0.0269 0.0632 -0.0483
H -1.0122 4.5646 0.3058 -0.0377 0.0265 0.0039
H -2.8293 2.9106 0.1602 0.0634 -0.1504 0.1420
H -1.4157 1.7741 -2.3023 -0.0309 0.0344 -0.1148
H -2.9188 2.6864 -2.3385 -0.0283 -0.0076 -0.0095
H -2.9142 1.1356 -1.5288 -0.0643 0.0021 -0.0553
```
Forces are in eV/Å.

Computed properties:
ΔE to the lowest compared entry with this formula, charge and spin (kJ/mol): 337.1
E_HOMO (alpha / beta) (eV): -17.24 / -17.24
Total charge: +3
Total energy (hartree): -3670.95276

***

This record from the OMol25 dataset describes a 3-piece molecular cluster, C19H25NO4 overall in a non-equilibrium geometry. The level of theory is the ωB97M-V functional and the def2-TZVPD basis.

XYZ file:
```
49
Properties=species:S:1:pos:R:3:forces:R:3
C 0.5409 -0.8438 2.2050 0.3158 0.2856 0.6796
C -1.0468 -1.0522 2.3101 1.1250 -0.7438 0.0284
C -1.6728 -2.0473 1.2139 -0.3070 -0.1981 1.0274
N -2.4368 -1.3279 0.1087 2.6126 0.1340 -0.7424
C -1.3704 -0.8557 -0.8148 1.0878 1.0082 -1.5052
C -0.8488 0.5905 -0.6248 1.5513 -1.8937 -2.8765
C 0.2794 1.1313 -1.5303 -1.6153 -3.7509 -0.1810
C 0.8511 0.1656 -2.6039 -1.1979 -0.2271 1.2562
C 0.3267 -1.2802 -2.7927 -1.6295 0.5186 2.0784
C -0.8197 -1.8469 -1.9058 1.6227 4.5020 0.6404
C 0.9516 -2.2668 -3.8817 0.2966 -0.6764 -0.5398
O 0.4849 -3.3930 -4.1698 1.3268 3.7172 1.1519
C 2.3011 -1.7431 -4.5912 -0.2081 2.1085 0.9705
C 2.7887 -0.4155 -4.4095 -1.0622 -2.9538 -0.1602
C 2.0250 0.6769 -3.5328 0.5912 0.8959 -0.8915
O 2.3813 1.8750 -3.6627 -1.4778 -3.6451 0.6450
H 1.1557 -1.7369 2.6049 -1.1858 1.2084 -0.7074
H 0.8092 0.0342 2.9098 -0.2943 -1.3003 -1.2254
H 0.9301 -0.6047 1.1604 -0.6639 -0.2651 1.3528
H -1.5728 -0.0442 2.2624 0.7791 -1.4417 0.1106
H -1.2501 -1.5296 3.3365 0.2863 1.0175 -1.5895
H -0.8483 -2.6502 0.7079 -1.1506 0.7066 0.7402
H -2.3851 -2.7693 1.7597 1.0022 1.0923 -0.9994
H -2.9310 -0.5099 0.4952 0.4920 -0.5454 -0.1142
H -1.3277 1.2315 0.1960 0.9137 -1.0721 -1.4156
H 0.6869 2.1876 -1.3766 -0.5925 -1.8163 -0.4558
H -1.2513 -2.8976 -2.0122 0.8042 1.7610 0.0972
H 2.8357 -2.5137 -5.2486 -0.8872 1.3169 1.0722
H 3.7811 -0.1836 -4.9453 -1.8422 0.1590 1.0608
C 4.1709 1.9025 -1.4287 0.0891 -0.2013 0.4207
C 4.9300 2.5267 -0.2883 0.1038 -0.5375 0.6394
C 5.4621 3.9209 -0.4915 0.1729 0.0713 0.3610
O 5.1071 1.9287 0.7571 -0.0723 0.3372 -0.4712
H 3.8474 0.8990 -1.1416 0.0392 0.1138 0.0106
H 3.2889 2.5013 -1.6598 0.2081 0.0431 -0.1879
H 4.8157 1.8248 -2.3063 -0.1832 0.1998 -0.0920
H 4.6364 4.6100 -0.6814 0.0893 -0.0078 -0.2124
H 6.1644 3.9326 -1.3277 -0.1757 0.1074 -0.0969
H 5.9865 4.2430 0.4107 -0.0765 -0.0726 -0.1075
C -5.1600 0.6777 2.7299 0.3284 0.0802 -0.1821
C -4.5830 -0.5122 3.4502 0.6342 -0.2502 0.0325
C -5.5210 -1.3325 4.2949 0.2749 -0.2509 0.1183
O -3.4029 -0.7996 3.3530 -1.3969 0.2356 0.2123
H -4.3708 1.1745 2.1609 -0.0896 -0.0497 0.0891
H -5.9386 0.3513 2.0371 -0.1225 0.0960 0.1524
H -5.5697 1.3868 3.4523 -0.1735 -0.0712 -0.0948
H -6.3155 -1.7481 3.6714 -0.1132 0.1539 0.1063
H -5.9467 -0.7125 5.0868 -0.1775 -0.0225 -0.1292
H -4.9689 -2.1556 4.7533 -0.0520 0.1239 -0.0764
```
Forces are in eV/Å.

Computed properties:
ΔE to the lowest compared entry with this formula, charge and spin (kJ/mol): 758.4
E_HOMO (eV): -8.67
Total energy (hartree): -1094.48552

***

This record from the OMol25 dataset describes C19H26BrF3N4O3SY as an isolated structure in a non-equilibrium geometry. The level of theory is the ωB97M-V functional and the def2-TZVPD basis.

XYZ file:
```
58
Properties=species:S:1:pos:R:3:forces:R:3
Y 0.0739 -0.6710 0.0802 0.8033 -0.9239 -0.6924
Br 0.2187 -0.3063 3.0312 0.0593 -0.0961 -0.1179
C 2.1350 -0.4883 3.1741 -0.0069 0.0302 0.0645
C 2.6586 -0.4814 4.4286 0.1073 -0.0096 0.0027
C 4.0618 -0.5787 4.5711 -0.0875 0.0053 0.0072
C 4.8555 -0.6564 3.4653 -0.0028 -0.0050 -0.0345
C 4.2968 -0.6520 2.1627 0.0964 -0.0018 -0.0705
C 5.1199 -0.6987 1.0061 -0.0070 -0.0017 0.0629
C 4.5672 -0.6738 -0.2379 -0.0579 0.0061 -0.0229
C 3.1565 -0.6268 -0.3812 0.0680 -0.0589 -0.0082
C 2.2920 -0.5970 0.6867 0.6615 0.0791 0.5728
C 2.8926 -0.5847 1.9817 -0.0306 0.0214 0.0567
H 2.0217 -0.3962 5.2976 0.0070 -0.0007 0.0112
H 4.4926 -0.5790 5.5630 0.0029 -0.0003 -0.0005
H 5.9319 -0.7177 3.5689 0.0011 0.0045 -0.0049
H 6.1946 -0.7429 1.1338 -0.0007 0.0006 0.0016
H 5.2025 -0.6912 -1.1145 -0.0052 -0.0065 -0.0049
H 2.7754 -0.6162 -1.4064 -0.0280 -0.0173 0.0092
N -0.2619 -0.3277 -2.4620 0.1328 0.1962 0.0759
C -1.0480 0.9347 -2.3859 -0.0266 -0.2735 -0.1271
C -1.4410 1.5438 -3.7199 -0.0298 -0.0900 -0.0634
C -2.2366 2.8447 -3.5810 -0.1028 0.0702 -0.0413
C -3.3977 2.7926 -2.5818 0.1162 -0.0653 0.1185
N -2.9795 2.5866 -1.1874 -0.2371 0.3392 -0.1333
C -2.4036 3.4977 -0.4179 -0.0639 0.0753 0.1652
N -2.2822 4.7670 -0.8276 0.0396 -0.0183 -0.0292
N -2.0037 3.1578 0.8086 -0.2338 0.2333 0.0943
C -0.2658 1.8770 -1.4542 0.0365 0.1246 -0.1588
O 0.1894 2.9306 -1.8531 -0.0898 -0.0318 0.1188
O -0.1782 1.4071 -0.2487 0.0623 0.7271 -0.3729
H 0.5814 -0.1631 -3.0074 -0.0034 -0.0378 -0.0234
H -0.7974 -1.0318 -2.9611 0.0047 -0.0410 0.0359
H -1.9582 0.6457 -1.8582 0.2092 -0.0846 -0.1034
H -2.0431 0.8072 -4.2630 0.0208 -0.0033 -0.0121
H -0.5500 1.7397 -4.3205 0.0122 0.0153 0.0343
H -2.6613 3.1043 -4.5533 0.0033 -0.0051 0.0192
H -1.5403 3.6397 -3.3182 -0.0073 0.0318 0.0323
H -4.0638 1.9625 -2.8151 -0.0230 -0.0050 -0.0119
H -4.0059 3.6976 -2.6399 0.0189 0.0104 -0.0200
H -3.1141 1.6739 -0.7695 -0.0575 0.2485 0.0102
H -2.3471 4.9676 -1.8096 -0.0389 0.0278 -0.0304
H -1.7024 5.3934 -0.2952 0.0259 -0.0192 -0.0116
H -1.9212 2.1738 1.0207 -0.0149 0.1138 -0.0328
H -1.3653 3.7634 1.2960 0.0011 0.0043 -0.0116
C -0.1987 -5.5010 0.1466 0.0578 -0.0766 -0.0187
S -1.1089 -4.0180 0.5049 0.0259 0.1361 -0.0880
C -1.2002 -4.1657 2.2746 0.0173 -0.0007 0.0520
O -0.0861 -2.9046 0.2646 -0.2540 -0.3116 -0.0291
H 0.7206 -5.5100 0.7299 0.0039 -0.0082 -0.0092
H 0.0235 -5.4936 -0.9182 -0.0009 -0.0188 -0.0007
H -0.8300 -6.3566 0.3845 0.0135 -0.0116 0.0073
H -1.9108 -4.9574 2.5105 0.0144 -0.0138 0.0204
H -1.5726 -3.2138 2.6465 -0.0182 -0.0135 0.0204
H -0.2112 -4.3834 2.6745 -0.0011 0.0225 0.0145
F -2.5779 -1.3726 -0.6328 0.0519 0.1496 0.0376
C -2.2516 -0.7109 0.5782 -1.1599 -0.3442 0.5972
F -3.0685 0.4320 0.5068 -0.0969 -0.1720 0.1631
F -2.8777 -1.4715 1.5240 0.0113 0.0946 -0.1204
```
Forces are in eV/Å.

Computed properties:
ΔE to the lowest compared entry with this formula, charge and spin (kJ/mol): 20.1
E_HOMO (eV): -10.20
Total charge: +1
Total energy (hartree): -4494.42047

***

What is the ΔE to the lowest compared entry with this formula, charge and spin in the second record?
758.4 kJ/mol

***

Among the records above, which one has the lowest total energy?
C19H26BrF3N4O3SY